1) Computed, not measured: the molecule C2H4O3S, with ωB97M-V with the def2-TZVPD basis set.

The value obtained for the molecular weight is 108.12 g mol⁻¹. For the LUMO energy, the calculation gives 0.5 eV. The spin multiplicity is 1. As for the SMILES: OC(O)=C(O)S. Its gap between HOMO and LUMO is 8.58 eV.

CARTESIAN COORDINATES (ANGSTROEM)
O 0.7124 1.6544 0.0225
C 0.6519 0.3326 -0.0070
O 1.8685 -0.2447 0.0409
C -0.4491 -0.4687 -0.0384
O -0.4176 -1.8535 0.0639
S -2.2044 0.4124 0.0764
H -0.1443 1.9697 0.0540
H 2.4974 0.3845 0.4325
H 0.4425 -2.0055 0.2644
H -2.9575 -0.1812 -0.9092


2) Computed, not measured: the molecule C2H4O3S, with ωB97M-V with the def2-TZVPD basis set.

The value obtained for the molecular weight is 108.12 g mol⁻¹. For the LUMO energy (spin up / spin down), the calculation gives 0.7 / -0.6 eV. The spin multiplicity is 1. Its gap between HOMO and LUMO (spin up / spin down) is 8.73 / 6.09 eV.

CARTESIAN COORDINATES (ANGSTROEM)
C -0.1916 -1.4756 -0.7163
C 0.2571 0.5694 0.4058
O 0.0178 -0.9981 -4.3366
O -0.1706 -0.9565 -1.9372
O -0.1024 -0.8160 0.4354
S -0.2852 -1.8867 -3.2370
H -0.5353 -2.4961 -0.5000
H 1.0911 0.7228 -0.4223
H 0.6945 0.9151 1.2971
H -0.6490 1.2502 0.3906


Result of the stability comparison: 1) is the most stable of them.


1) Computed, not measured: the molecule C26H42N2O, with ωB97M-V with the def2-TZVPD basis set.

The value obtained for the molecular weight is 398.63 g mol⁻¹. For the LUMO energy, the calculation gives 0.8 eV. The spin multiplicity is 1. As for the SMILES: CCCCCCCCCCCCCCCC(=O)NCCc1c[nH]c2ccccc12. Its gap between HOMO and LUMO is 8.63 eV.

CARTESIAN COORDINATES (ANGSTROEM)
C -5.8433 1.1055 4.7395
C -5.0253 -0.0691 4.2153
C -5.0935 -0.2190 2.6950
C -4.4011 0.9154 1.9424
C -4.4206 0.6814 0.4331
C -3.8403 1.8462 -0.3701
C -2.3315 2.0099 -0.1987
C -1.7879 3.1459 -1.0640
C -0.2606 3.2124 -1.0867
C 0.3501 3.5463 0.2723
C 1.8586 3.7927 0.2048
C 2.6756 2.6192 -0.3396
C 2.5258 1.3381 0.4767
C 3.4184 0.2261 -0.0634
C 3.2527 -1.0725 0.7215
C 4.0968 -2.1810 0.1142
O 5.0953 -1.9762 -0.5424
N 3.6621 -3.4315 0.4175
C 4.1512 -4.5898 -0.2929
C 3.2096 -4.9681 -1.4527
C 2.9515 -3.7644 -2.2983
C 3.7539 -3.2664 -3.2825
N 3.2485 -2.0876 -3.7542
C 2.1127 -1.7839 -3.0657
C 1.2540 -0.6970 -3.1718
C 0.1605 -0.6609 -2.3344
C -0.0781 -1.6809 -1.4094
C 0.7672 -2.7619 -1.3015
C 1.8854 -2.8273 -2.1337
H -5.8279 1.1210 5.8271
H -6.8779 1.0236 4.4129
H -5.4432 2.0509 4.3828
H -5.3984 -0.9888 4.6728
H -3.9827 0.0506 4.5193
H -4.6203 -1.1639 2.4148
H -6.1404 -0.2723 2.3864
H -3.3702 0.9938 2.2923
H -4.9020 1.8606 2.1578
H -5.4559 0.5235 0.1197
H -3.8653 -0.2302 0.1988
H -4.0557 1.6807 -1.4291
H -4.3401 2.7720 -0.0749
H -1.8365 1.0759 -0.4751
H -2.1039 2.2123 0.8479
H -2.1892 4.0965 -0.7043
H -2.1440 3.0078 -2.0888
H 0.1277 2.2536 -1.4330
H 0.0459 3.9761 -1.8064
H 0.1485 2.7388 0.9761
H -0.1275 4.4489 0.6629
H 2.2151 4.0336 1.2097
H 2.0453 4.6648 -0.4273
H 2.3901 2.4192 -1.3736
H 3.7291 2.9099 -0.3456
H 2.7798 1.5407 1.5202
H 1.4891 0.9983 0.4420
H 3.1639 0.0343 -1.1078
H 4.4658 0.5289 -0.0304
H 2.2023 -1.3712 0.7243
H 3.5706 -0.9266 1.7575
H 2.7613 -3.5267 0.8600
H 5.1309 -4.3152 -0.6888
H 4.2599 -5.4265 0.4033
H 2.2674 -5.3466 -1.0504
H 3.6767 -5.7590 -2.0412
H 4.6610 -3.6743 -3.6850
H 3.6839 -1.5066 -4.4497
H 1.4386 0.0909 -3.8877
H -0.5324 0.1650 -2.3983
H -0.9484 -1.6162 -0.7715
H 0.5614 -3.5502 -0.5903


2) Computed, not measured: a structure of composition C26H42N2O, with ωB97M-V with the def2-TZVPD basis set.

The value obtained for the molecular weight is 398.63 g mol⁻¹. For the LUMO energy, the calculation gives 0.8 eV. The spin multiplicity is 1. Its gap between HOMO and LUMO is 9.13 eV.

CARTESIAN COORDINATES (ANGSTROEM)
C -3.3839 7.0634 -1.3492
C -2.8108 7.9738 -0.2979
C -1.9148 7.1896 0.5580
C -0.5097 6.7378 -0.2189
C 0.5916 5.9893 0.5273
C 1.9229 5.6715 0.0868
C 1.9528 4.7450 -1.0519
C 1.1221 3.4061 -1.0614
C 1.9093 2.5375 -0.0239
C 1.4513 1.2165 0.1891
C 1.4712 0.2313 -0.9186
C 1.0726 -1.2569 -0.8100
C 1.5624 -2.0330 -2.1267
C 0.7898 -3.4292 -1.7127
H -0.2118 -3.4093 -1.6064
H 0.9776 -4.0594 -2.6049
C 1.7830 -4.2265 -0.7241
C 1.1623 -5.7209 -0.5914
O 0.2999 -6.1018 -1.5640
N 1.4692 -6.3808 0.5885
H 1.8939 -5.8858 1.1153
C 0.8246 -7.7179 1.0260
H 0.3777 -8.0509 0.0126
H 1.6325 -8.3251 1.4491
C -0.5174 -7.4052 1.6698
C -1.2505 -6.2841 1.2954
C -2.0504 -6.5654 0.3400
N -2.9592 -5.3482 0.0605
C -2.0856 -4.4450 0.7941
C -2.2999 -2.9607 0.7058
C -1.6699 -2.1992 1.4236
C -0.5743 -2.8062 2.1266
C -0.3878 -4.0940 2.3301
C -1.0400 -4.9798 1.4526
H 0.4700 -4.5779 2.9304
H -0.1303 -2.0640 2.9502
H -1.7405 -1.1201 1.2702
H -3.0621 -2.5527 0.2831
H -3.5577 -5.2881 -0.6126
H -2.6671 -7.6054 0.1175
H 0.2507 -6.9549 2.9223
H -0.7863 -8.4595 2.2707
H 1.5579 -3.8976 0.2825
H 2.8199 -4.3541 -0.9863
H 0.8621 -1.7010 -2.8731
H 2.5501 -1.9508 -2.2172
H 1.8471 -1.4593 0.1154
H 0.2803 -1.0156 -0.5200
H 2.6006 0.3093 -1.3125
H 1.0743 0.5576 -1.7904
H 0.2767 1.2520 0.3840
H 1.8288 0.7370 1.0462
H 2.9168 2.7240 -0.3430
H 2.0391 3.1610 1.0927
H 1.2662 3.0439 -1.8336
H 0.1168 3.5842 -0.3937
H 2.8397 4.6786 -1.6273
H 1.2225 5.2499 -1.9036
H 2.1642 6.7165 -0.1878
H 2.5993 5.4514 1.0624
H 0.0846 5.0880 0.9612
H 0.6742 6.6481 1.6961
H -0.1076 7.6464 -0.6287
H -0.7039 5.8997 -0.9282
H -1.4469 7.6499 1.4476
H -2.2113 6.1531 0.9242
H -3.5171 8.1709 0.3863
H -2.4020 8.7748 -0.5321
H -4.0702 7.4531 -1.8943
H -3.8085 6.1773 -0.6457
H -2.7307 6.7975 -2.0021


Result of the stability comparison: 1) is the most stable of them.


1) Computed, not measured: a cluster of 2 separate species, C2H3BrOS in total, with ωB97M-V with the def2-TZVPD basis set.

The value obtained for the molecular weight is 155.02 g mol⁻¹. For the LUMO energy (spin up / spin down), the calculation gives -2.4 / -2.4 eV. The spin multiplicity is 1. Its gap between HOMO and LUMO (spin up / spin down) is 6.29 / 6.39 eV.

CARTESIAN COORDINATES (ANGSTROEM)
C -0.0812 -0.8495 1.0920
C 0.1495 1.1657 -0.2616
O -0.3889 0.2901 0.8092
S -1.8429 -2.8618 -0.5707
Br 1.3887 -1.6636 0.1383
H 0.9606 0.5848 -0.6575
H 0.4045 1.9292 0.4158
H -0.5903 1.4050 -0.9656


2) Computed, not measured: the molecule C2H3BrOS, with ωB97M-V with the def2-TZVPD basis set.

The value obtained for the molecular weight is 155.02 g mol⁻¹. For the LUMO energy (spin up / spin down), the calculation gives -0.9 / -0.9 eV. The spin multiplicity is 1. As for the SMILES: OCC(=S)Br. Its gap between HOMO and LUMO (spin up / spin down) is 9.03 / 9.03 eV.

CARTESIAN COORDINATES (ANGSTROEM)
O 0.2455 1.3659 -0.8290
C 0.4056 0.6010 0.2780
C -0.3334 -0.9762 0.0509
S -1.3087 -1.1473 -1.2122
Br 0.0131 -2.2167 1.4455
H -0.3417 0.7592 -1.4624
H 1.3890 0.5143 0.5007
H -0.0695 1.0998 1.2286


Result of the stability comparison: 2) is the most stable of them.


1) Computed, not measured: the molecule C11H20N2O3, with ωB97M-V with the def2-TZVPD basis set.

The value obtained for the molecular weight is 228.29 g mol⁻¹. For the LUMO energy, the calculation gives 0.7 eV. The spin multiplicity is 1. As for the SMILES: CC[C@H](C)[C@H](N)C(=O)N1CCC[C@H]1C(=O)O. Its gap between HOMO and LUMO is 9.81 eV.

CARTESIAN COORDINATES (ANGSTROEM)
C 2.1390 0.4467 -2.6439
C 2.0645 -1.0704 -2.3841
C 1.3205 -1.4564 -1.0571
C 1.8656 -2.7200 -0.5152
C -0.1759 -1.5581 -1.1597
N -0.5931 -0.8355 -2.4107
C -0.9136 -0.9212 0.0379
O -1.5486 -1.5176 0.8987
N -0.7644 0.5124 -0.0936
C -1.7176 1.4724 -0.8628
C -2.1981 2.5157 0.1345
C -1.2865 2.2983 1.4082
C -0.2761 1.2869 1.0443
C 0.4325 0.5793 2.3556
O 1.6152 0.7002 2.5436
O -0.4161 0.2837 3.3233
H 2.4515 0.7201 -3.6525
H 2.6606 0.8200 -1.7887
H 1.0630 0.7479 -2.5078
H 1.5777 -1.5882 -3.2109
H 3.0526 -1.5303 -2.3556
H 1.5967 -0.7066 -0.2945
H 1.5727 -3.6619 -1.0392
H 1.3300 -2.8873 0.4126
H 2.9101 -2.7377 -0.2909
H -0.4833 -2.5540 -1.2645
H -1.4067 -1.1953 -2.7943
H -0.9725 -0.1217 -1.9328
H -0.8443 1.9114 -1.5285
H -2.3475 0.9409 -1.5678
H -3.2133 2.4770 0.3825
H -2.0724 3.5433 -0.1249
H -1.0119 3.2865 1.7777
H -1.9744 1.8615 2.1326
H 0.7348 1.8759 0.8659
H 0.1505 0.0899 4.0395


2) Computed, not measured: the molecule C11H20N2O3, with ωB97M-V with the def2-TZVPD basis set.

The value obtained for the molecular weight is 228.29 g mol⁻¹. For the LUMO energy, the calculation gives 0.5 eV. The spin multiplicity is 1. As for the SMILES: CC(C)C[C@H](NC(=O)[C@@H]1CCCN1)C(=O)O. Its gap between HOMO and LUMO is 10.09 eV.

CARTESIAN COORDINATES (ANGSTROEM)
C -0.6899 2.9977 -3.1612
C 0.1279 1.7326 -2.9260
C 1.6296 1.9481 -3.1858
C -0.2041 1.2845 -1.5014
C 0.1380 -0.1954 -1.2393
N -0.3986 -0.6253 0.0851
C -0.0794 -0.0388 1.2815
O 0.7926 0.8512 1.4727
C -0.8340 -0.5939 2.4861
C 0.1304 -1.2196 3.4857
C -0.0150 -2.7214 3.2099
C -1.5058 -2.8204 2.8907
N -1.8342 -1.5787 2.1424
C 1.6408 -0.6184 -1.3754
O 2.0147 -1.3695 -2.2308
O 2.5416 -0.0277 -0.5550
H -0.6721 3.3479 -4.2131
H -0.2556 3.7985 -2.5217
H -1.7234 2.8918 -2.8498
H -0.2250 0.9267 -3.5800
H 2.2101 1.0449 -3.0256
H 1.8282 2.3485 -4.1762
H 2.0105 2.7216 -2.5038
H 0.2227 1.9414 -0.7441
H -1.3023 1.3592 -1.4098
H -0.3745 -0.7896 -2.0030
H -1.0570 -1.4054 0.2132
H -1.3422 0.2759 2.9735
H -0.1642 -0.9811 4.4766
H 1.1184 -0.8384 3.3725
H 0.6088 -2.9698 2.3698
H 0.2938 -3.3802 4.0852
H -1.8101 -3.7408 2.3280
H -2.0782 -2.8553 3.8126
H -2.7943 -1.2415 2.4084
H 2.0518 0.5406 0.1079


Result of the stability comparison: 2) is the most stable of them.


1) Computed, not measured: a cluster of 2 separate species, C6H15N2 in total, with ωB97M-V with the def2-TZVPD basis set.

The value obtained for the molecular weight is 115.20 g mol⁻¹. For the LUMO energy, the calculation gives -3.6 eV. Its total charge is +1. The spin multiplicity is 1. Its gap between HOMO and LUMO is 10.94 eV.

CARTESIAN COORDINATES (ANGSTROEM)
C -0.6836 -0.9459 -0.1163
C -0.4515 0.3242 0.5284
C -2.0489 -1.5717 0.0766
C 0.6332 -1.6592 -0.4210
C -0.4720 1.1248 1.7650
C -0.5551 1.1968 -1.8546
N -0.6587 0.4369 -0.7281
N 2.2718 0.8698 0.4188
H -2.5926 -1.5085 -0.8892
H -2.5168 -0.9062 0.7970
H -1.9307 -2.6560 0.3462
H 1.0435 -2.0658 0.5517
H 1.3131 -0.8557 -0.5992
H 0.6198 -2.5834 -1.0393
H -0.5029 0.4913 2.7037
H -1.1797 1.9633 1.8216
H 0.5362 1.6016 1.5905
H -1.0778 2.0698 -1.7653
H 0.4180 1.4136 -2.0455
H -0.8726 0.6572 -2.6911
H 2.7272 1.5685 -0.1774
H 2.7368 0.0179 0.3034
H 2.5156 1.2335 1.3705


2) Computed, not measured: a cluster of 2 separate species, C6H15N2 in total, with ωB97M-V with the def2-TZVPD basis set.

The value obtained for the molecular weight is 115.20 g mol⁻¹. For the LUMO energy, the calculation gives -4.8 eV. Its total charge is +1. The spin multiplicity is 1. Its gap between HOMO and LUMO is 6.54 eV.

CARTESIAN COORDINATES (ANGSTROEM)
C -2.4389 -2.1555 0.4208
C -2.4015 -0.6878 0.3755
C -1.5218 0.1168 1.0178
N -1.5864 1.5491 0.9275
H -1.7319 -2.5184 1.2272
H -3.4216 -2.5840 0.6646
H -2.2171 -2.6526 -0.5505
H -3.1163 -0.1662 -0.2709
H -0.6426 -0.2291 1.5756
H -1.6169 1.9644 1.8739
H -2.4590 1.8946 0.4691
C 1.3803 -1.0096 -0.3291
C 1.3058 0.4975 -0.1230
C 3.2265 1.8233 -1.1503
N 2.1334 1.1726 -1.2319
H 1.1136 -1.3783 -1.3121
H 2.4074 -1.3084 -0.1424
H 0.6848 -1.4565 0.3848
H 0.2865 0.9597 -0.2984
H 1.7367 0.7985 0.8241
H 3.4544 2.4496 -2.0083
H 3.8428 1.7607 -0.2494
H 1.5818 1.1596 -2.0944


Result of the stability comparison: 2) is the most stable of them.


1) Computed, not measured: the ion C6H15N2 with charge +1, with ωB97M-V with the def2-TZVPD basis set.

The value obtained for the molecular weight is 115.20 g mol⁻¹. For the LUMO energy, the calculation gives -3.3 eV. Its total charge is +1. The spin multiplicity is 1. As for the SMILES: CC(=[NH2+])N(C)C(C)C. Its gap between HOMO and LUMO is 10.94 eV.

CARTESIAN COORDINATES (ANGSTROEM)
C 0.2689 -1.9180 -1.7336
C 0.8821 -1.1011 -0.7062
N 2.1910 -1.3799 -0.4924
N 0.3293 0.0546 -0.1810
C 1.2552 0.9007 0.5352
C -1.3088 0.5040 0.2188
C -1.5795 1.9049 -0.1801
C -1.4007 0.3428 1.6909
H 1.0867 -2.1931 -2.3488
H -0.6091 -1.4690 -2.1700
H 0.0041 -3.0244 -1.4122
H 2.5619 -2.2661 -0.7881
H 2.7100 -0.8948 0.1409
H 2.1997 1.1585 -0.1538
H 0.9193 1.7668 0.9816
H 1.7704 0.3693 1.3605
H -1.8834 -0.2307 -0.1947
H -2.6056 1.9990 -0.0480
H -1.0234 2.5358 0.5620
H -1.1232 1.9916 -1.2027
H -1.4262 -0.6611 1.9331
H -0.7382 0.9528 2.2254
H -2.4805 0.6575 1.9632


2) Computed, not measured: a cluster of 2 separate species, C6H15N2 in total, with ωB97M-V with the def2-TZVPD basis set.

The value obtained for the molecular weight is 115.20 g mol⁻¹. For the LUMO energy, the calculation gives -8.6 eV. Its total charge is +1. The spin multiplicity is 1. Its gap between HOMO and LUMO is 4.49 eV.

CARTESIAN COORDINATES (ANGSTROEM)
C 1.6496 -1.9986 0.4260
N 0.6306 -1.1894 -0.1407
C -0.0656 -0.1894 0.7434
C -1.4895 0.0269 0.2142
C -2.2293 1.2663 0.7533
C -2.2487 2.5269 0.1900
C 2.8794 -1.2517 0.8060
N 0.0563 0.8513 -2.5496
H 1.8274 -2.8930 -0.1588
H 1.2950 -2.3265 1.4151
H 0.1628 0.1823 -1.8637
H 0.4743 0.7751 0.8045
H -0.1294 -0.6177 1.7756
H -1.9972 -0.9406 0.4340
H -1.5114 0.1416 -0.8824
H -2.4306 1.2446 1.8287
H -2.2801 3.4401 0.7435
H -1.7951 2.6477 -0.7719
H 3.2285 -0.5852 -0.0139
H 2.6718 -0.6499 1.7036
H 0.1015 0.2846 -3.5121
H 3.6572 -1.9980 1.0596
H 0.9421 1.3794 -2.5276


Result of the stability comparison: 1) is the most stable of them.